Entry 1:
Entry from the OMol25 dataset: a 5-piece molecular cluster, C37H94N15O7P4 overall (the ωB97M-V functional and the def2-TZVPD basis).

Values from the calculation:
total charge = 0
Kohn-Sham gap (alpha / beta) = 8.52 / 8.66 eV
multiplicity = 2

Last column: Mulliken spin population.
Cartesian coordinates (Å):
C: 1.1379 0.9004 1.3912  0.002
C: 0.5037 -0.4031 1.8247  0.001
O: 1.1334 -1.1286 2.5321  0.001
N: -0.7960 -0.7923 1.3776  -0.001
C: -1.0368 -0.4625 -0.0306  0.008
C: -1.8834 -0.4758 2.3180  -0.018
N: -1.5672 -1.2388 3.5810  0.002
C: -1.4143 -2.4361 3.4431  0.000
O: -1.3355 -3.5966 3.3367  0.000
C: -3.2486 -0.9913 1.8351  0.027
C: -4.2482 0.0288 1.2175  -0.005
C: -4.7850 -0.5830 -0.0855  -0.016
C: -5.4804 0.1400 2.1448  0.016
N: -3.6810 1.3575 0.8957  0.400
O: -3.3499 1.5543 -0.3221  0.539
C: -2.8105 1.9818 1.9182  -0.018
C: -1.8790 3.0304 1.3019  0.001
C: -3.7031 2.7806 2.8944  0.030
C: -1.9931 0.9797 2.7931  0.021
H: 0.5237 1.4838 0.7160  0.000
H: 2.1011 0.6709 0.9373  0.000
H: 1.3631 1.4505 2.3041  -0.001
H: -0.1850 -0.8388 -0.5992  -0.001
H: -1.9113 -0.9687 -0.4174  0.001
H: -1.0730 0.6120 -0.2144  -0.004
H: -3.0574 -1.7666 1.0916  -0.001
H: -3.7591 -1.5001 2.6485  0.001
H: -5.3293 -1.4914 0.1756  -0.001
H: -3.9923 -0.8659 -0.7716  0.005
H: -5.4876 0.0786 -0.5877  0.015
H: -6.1006 -0.7407 1.9994  0.000
H: -6.0627 1.0106 1.8422  -0.006
H: -5.2030 0.2116 3.1953  0.000
H: -1.3548 2.6743 0.4216  0.009
H: -1.1785 3.3837 2.0561  0.000
H: -2.4791 3.8957 1.0181  -0.002
H: -4.3571 3.4686 2.3624  -0.008
H: -4.2712 2.1285 3.5542  -0.002
H: -3.0449 3.3597 3.5455  0.002
H: -2.4810 0.9182 3.7656  0.003
H: -1.0211 1.4294 2.9870  0.000
O: -0.7153 -4.4867 -1.2487  0.000
P: -0.1247 -5.8522 -1.2361  0.000
N: -1.3177 -6.8357 -1.9169  0.000
C: -1.7426 -8.1263 -1.4327  0.000
C: -1.9892 -6.3919 -3.1243  0.000
N: 0.0858 -6.1284 0.4569  0.000
C: -0.9809 -6.7316 1.2379  0.000
C: 0.6405 -4.9620 1.1379  0.000
N: 1.1945 -6.8358 -1.6349  0.000
C: 1.5705 -6.8671 -3.0567  0.000
C: 2.3133 -7.1282 -0.7376  0.000
H: -0.9130 -8.7002 -1.0121  0.000
H: -2.1445 -8.7279 -2.2520  0.000
H: -2.5277 -8.0420 -0.6744  0.000
H: -1.6398 -6.9563 -3.9989  0.000
H: -1.7934 -5.3362 -3.3053  0.000
H: -3.0737 -6.5144 -3.0466  0.000
H: -1.9495 -6.2282 1.1102  0.000
H: -0.7163 -6.6942 2.2957  0.000
H: -1.0967 -7.7883 0.9978  0.000
H: -0.1148 -4.1999 1.3324  0.000
H: 1.4288 -4.5035 0.5358  0.000
H: 1.0900 -5.2655 2.0866  0.000
H: 1.4415 -7.8760 -3.4588  0.000
H: 2.6071 -6.5629 -3.2087  0.000
H: 0.9475 -6.1941 -3.6473  0.000
H: 1.9833 -7.7494 0.0896  0.000
H: 2.7931 -6.2338 -0.3351  0.000
H: 3.0651 -7.6953 -1.2893  0.000
O: -7.1100 -0.0149 -2.7246  0.000
P: -8.2856 0.0453 -3.6318  0.000
N: -7.7208 -0.5417 -5.1093  0.000
C: -7.9740 0.0226 -6.4129  0.000
C: -6.9174 -1.7515 -5.1209  0.000
N: -8.5931 1.7509 -3.6772  0.000
C: -7.9459 2.5827 -4.6776  0.000
C: -8.5081 2.3596 -2.3557  0.000
N: -9.9171 -0.3319 -3.8703  0.000
C: -10.2651 -1.7598 -3.7991  0.000
C: -11.0342 0.5501 -3.5277  0.000
H: -8.9779 0.4480 -6.4886  0.000
H: -7.9131 -0.7519 -7.1814  0.000
H: -7.2461 0.7973 -6.6726  0.000
H: -7.4970 -2.6039 -5.4983  0.000
H: -6.5765 -1.9950 -4.1158  0.000
H: -6.0286 -1.6345 -5.7474  0.000
H: -6.8560 2.4473 -4.7131  0.000
H: -8.1525 3.6321 -4.4606  0.000
H: -8.3577 2.4003 -5.6689  0.000
H: -7.4740 2.5353 -2.0380  0.000
H: -8.9791 1.7215 -1.6049  0.000
H: -9.0457 3.3115 -2.3586  0.000
H: -10.6454 -2.1031 -4.7651  0.000
H: -11.0225 -1.9548 -3.0386  0.000
H: -9.3951 -2.3691 -3.5511  0.000
H: -11.0461 1.4177 -4.1806  0.000
H: -11.0171 0.8912 -2.4906  0.000
H: -11.9683 0.0102 -3.6892  0.000
O: 4.6443 0.7733 2.6507  0.000
P: 5.6133 0.1161 3.5706  0.000
N: 4.6717 -0.6666 4.7191  0.000
C: 4.8809 -0.6735 6.1455  0.000
C: 3.5328 -1.4483 4.2562  0.000
N: 6.4480 1.4974 4.2116  0.000
C: 5.9690 2.1503 5.4170  0.000
C: 6.7564 2.4681 3.1734  0.000
N: 6.9855 -0.8658 3.7157  0.000
C: 6.8631 -2.2241 3.1633  0.000
C: 8.3643 -0.3761 3.7375  0.000
H: 5.9428 -0.6777 6.4073  0.000
H: 4.4547 -1.5771 6.5874  0.000
H: 4.4054 0.1834 6.6338  0.000
H: 3.7402 -2.5247 4.3270  0.000
H: 3.3050 -1.2197 3.2217  0.000
H: 2.6350 -1.2299 4.8377  0.000
H: 4.9011 2.4070 5.3744  0.000
H: 6.5349 3.0698 5.5784  0.000
H: 6.1492 1.5343 6.2972  0.000
H: 5.8873 3.0810 2.9120  0.000
H: 7.0934 1.9642 2.2644  0.000
H: 7.5688 3.1229 3.5032  0.000
H: 6.9624 -2.9653 3.9611  0.000
H: 7.6235 -2.4237 2.4068  0.000
H: 5.8910 -2.3750 2.6923  0.000
H: 8.5557 0.1784 4.6515  0.000
H: 8.6153 0.2571 2.8836  0.000
H: 9.0403 -1.2326 3.7313  0.000
O: 4.3632 5.8530 0.0169  0.000
P: 5.6734 5.7936 -0.6819  0.000
N: 5.5089 6.8480 -1.9907  0.000
C: 5.9324 6.6023 -3.3476  0.000
C: 4.9131 8.1531 -1.7702  0.000
N: 5.7364 4.1330 -1.1652  0.000
C: 5.1903 3.7249 -2.4475  0.000
C: 5.3102 3.2339 -0.0982  0.000
N: 7.3585 5.8937 -0.5528  0.000
C: 7.8912 7.1572 -0.0201  0.000
C: 8.2425 4.7515 -0.3153  0.000
H: 6.8563 6.0198 -3.3902  0.000
H: 6.1433 7.5452 -3.8583  0.000
H: 5.1650 6.0815 -3.9292  0.000
H: 5.6764 8.9420 -1.7904  0.000
H: 4.4179 8.1890 -0.8012  0.000
H: 4.1608 8.3825 -2.5304  0.000
H: 4.1589 4.0696 -2.6086  0.000
H: 5.1993 2.6353 -2.5111  0.000
H: 5.8116 4.0736 -3.2717  0.000
H: 4.2206 3.1825 -0.0010  0.000
H: 5.7107 3.5624 0.8591  0.000
H: 5.6935 2.2271 -0.2820  0.000
H: 8.5026 7.6573 -0.7765  0.000
H: 8.5022 6.9965 0.8693  0.000
H: 7.0882 7.8402 0.2599  0.000
H: 8.2569 4.0963 -1.1812  0.000
H: 7.9681 4.1647 0.5644  0.000
H: 9.2594 5.1202 -0.1709  0.000

Force components x, y, z for each atom (eV/Å):
-0.12 -0.21 -0.15
0.09 0.30 -0.48
0.18 -0.75 0.74
-0.75 0.33 -0.48
0.83 0.21 0.07
0.15 -0.16 1.03
0.06 -0.03 -0.30
-0.17 -0.70 -0.15
0.15 0.56 0.40
0.23 0.15 -0.79
-1.04 -0.92 -0.42
-0.11 -0.02 0.09
0.38 0.56 -0.18
1.22 -0.67 0.14
-0.25 0.22 -0.08
0.08 0.93 0.97
-0.49 0.06 -0.30
0.27 -0.17 0.20
-0.54 0.03 -0.27
0.06 0.17 0.02
0.02 0.06 -0.05
-0.03 0.13 -0.03
-0.04 -0.12 -0.01
-0.13 0.08 0.08
-0.43 -0.01 -0.14
0.07 -0.06 0.06
0.13 0.17 0.22
0.05 -0.06 0.02
0.00 0.19 -0.12
0.07 0.04 -0.10
0.02 -0.09 0.16
-0.10 0.02 0.16
-0.09 0.09 0.05
0.09 0.01 0.01
0.08 -0.15 0.04
0.08 -0.01 -0.28
-0.07 -0.04 -0.03
-0.23 0.02 -0.13
-0.03 0.09 -0.01
-0.03 -0.08 0.01
0.15 -0.22 -0.03
1.72 0.65 -1.96
-2.09 -2.26 3.39
-0.04 0.43 -0.19
0.31 -0.40 -0.11
-0.16 0.25 0.05
-0.08 -0.49 -0.09
-0.11 -0.14 -0.07
0.07 0.19 -0.18
0.71 1.52 -1.05
-0.24 -0.21 -0.05
0.06 -0.01 0.12
0.04 0.10 0.05
0.06 0.08 -0.09
0.00 -0.02 -0.04
-0.07 -0.06 0.02
0.01 0.01 0.10
0.00 0.00 0.02
0.00 0.00 0.07
0.03 0.16 -0.01
-0.05 0.07 -0.03
0.07 0.07 -0.02
-0.04 0.01 0.00
-0.07 -0.08 0.00
0.08 0.00 -0.01
-0.01 0.07 0.04
-0.05 -0.02 0.01
-0.07 0.11 0.07
0.04 -0.02 0.00
-0.05 0.07 -0.13
-1.17 -2.05 1.35
0.72 3.58 -2.90
0.25 -0.25 0.37
-0.48 -0.10 -0.21
0.27 0.04 0.14
-0.14 -0.05 -0.40
0.03 -0.05 -0.16
0.04 -0.09 0.14
0.11 -1.12 1.61
0.11 -0.04 -0.30
-0.05 0.12 0.02
0.01 0.04 0.11
-0.01 -0.09 0.09
0.00 -0.04 -0.02
0.03 0.03 -0.08
0.00 0.09 0.02
0.00 0.02 0.00
0.00 0.06 0.00
0.04 -0.02 0.14
0.07 -0.03 0.03
-0.01 -0.03 0.03
0.05 0.00 0.00
0.00 0.00 -0.07
-0.07 -0.01 0.03
0.04 0.04 0.06
0.03 0.01 -0.04
0.11 0.07 0.06
-0.05 0.00 0.01
0.08 -0.13 0.03
0.70 -1.76 -1.88
-0.02 2.46 3.82
-0.25 -0.02 -0.44
0.39 -0.31 0.18
-0.06 0.11 -0.01
0.09 -0.24 0.40
-0.07 -0.10 0.14
-0.03 0.00 -0.11
-0.21 -0.42 -1.90
-0.16 -0.09 0.26
0.08 0.09 0.02
0.01 0.07 -0.09
-0.01 -0.06 -0.12
-0.01 -0.04 0.01
-0.01 0.02 0.13
0.00 0.10 0.02
-0.01 0.03 -0.02
0.02 0.05 0.02
-0.02 0.04 -0.13
-0.08 0.00 -0.04
0.02 0.01 -0.04
-0.06 0.03 -0.01
-0.02 -0.03 0.10
0.06 -0.02 -0.03
-0.02 0.07 -0.04
-0.04 0.00 0.05
-0.07 0.12 -0.04
0.05 -0.02 -0.01
-0.11 -0.08 -0.08
1.19 1.36 1.98
-0.65 -2.49 -3.77
-0.26 0.15 0.35
0.51 0.05 -0.09
-0.29 -0.02 0.08
0.20 0.12 -0.43
0.01 0.10 -0.15
-0.08 0.06 0.09
-0.26 0.68 1.82
-0.04 0.13 -0.29
0.03 -0.13 0.01
-0.04 -0.06 0.09
0.01 0.06 0.11
0.02 0.04 -0.01
-0.02 0.00 -0.09
-0.02 -0.10 -0.01
0.00 -0.02 -0.01
0.00 -0.06 -0.02
-0.06 -0.01 0.13
-0.08 0.03 0.03
0.01 0.01 0.07
-0.07 0.02 0.00
0.02 0.02 -0.08
0.06 -0.01 0.05
-0.06 -0.04 0.04
-0.02 0.01 -0.05
-0.13 -0.06 0.03
0.05 -0.01 0.01
-0.06 0.13 0.05

Entry 2:
Entry from the OMol25 dataset: an isolated molecule of C3H3NO3 (the ωB97M-V functional and the def2-TZVPD basis).

Values from the calculation:
total charge = 0
SMILES = O=c1[nH]c(O)co1
Kohn-Sham gap = 9.02 eV
multiplicity = 1
energy relative to the best compared isomer or geometry (same formula, charge and spin) = 1.683 eV

Last column: natural (NBO) charge in e.
Cartesian coordinates (Å):
C: -1.0916 -0.1210 -0.0393  0.425
C: -0.6056 1.1555 0.0836  -0.128
C: 1.2398 -0.1147 -0.0649  0.892
H: -2.7533 0.3429 0.3965  0.496
H: -0.9770 2.1192 0.3886  0.221
H: 0.0213 -1.9108 -0.1959  0.419
N: 0.0515 -0.9328 -0.2687  -0.651
O: -2.3714 -0.5416 0.1080  -0.630
O: 0.7887 1.1135 -0.2295  -0.461
O: 2.3443 -0.5145 0.2985  -0.583

Force components x, y, z for each atom (eV/Å):
2.38 1.71 0.19
0.19 -1.53 -0.97
0.07 -3.05 0.93
-0.28 -1.84 -0.46
-0.18 -0.15 -0.29
0.23 -1.21 0.23
-0.45 1.85 0.22
0.46 1.70 0.52
-0.03 1.35 1.18
-2.38 1.18 -1.55

| no. | M (g mol⁻¹) |
| --- | --- |
| 1 | 985.2 |
| 2 | 101.1 |